DFT (the ωB97M-V functional and the def2-TZVPD basis) results for 5 unconnected molecules or ions with the total composition C49H109F2NO7P3S2 at a distorted geometry.

Geometry as XYZ:
```
173
Properties=species:S:1:pos:R:3:forces:R:3
C -4.12810 5.36327 1.12870 -0.6 -1.1 -0.1
C -3.31609 4.14147 0.60583 -1.7 1.1 2.0
C -3.85183 2.82399 1.29396 1.6 0.7 -1.6
C -5.19489 2.37034 0.68090 0.3 0.5 1.2
P -5.03965 1.02067 -0.45590 1.1 -1.3 -0.7
C -6.65761 0.65567 -1.11781 -0.4 1.3 -1.0
C -7.32484 1.85893 -1.87476 -0.3 -0.7 -0.1
C -8.76259 1.55900 -2.27347 -0.6 -0.5 -0.1
C -9.61836 2.78534 -2.59573 0.1 0.0 1.0
C -4.39232 -0.44940 0.48702 1.3 0.0 -2.0
C -4.77265 -1.93237 0.01581 -0.8 2.1 0.7
C -3.73513 -3.02694 0.09832 0.6 -0.4 -1.5
C -2.66794 -2.86625 -1.06752 0.1 -0.3 1.6
C -3.75248 1.36757 -1.76770 -1.0 -0.6 -0.5
C -3.92029 0.53339 -3.08519 1.3 0.5 -0.5
C -2.66672 0.58739 -4.01616 0.4 -0.1 0.1
C -2.82869 -0.32951 -5.24075 -0.9 0.9 0.1
H -5.17100 5.23499 0.83886 -0.2 0.2 -0.3
H -3.77405 6.29865 0.69533 0.0 0.0 0.5
H -4.19479 5.30627 2.21516 0.5 0.6 0.1
H -2.32587 4.36128 1.00488 0.4 -0.5 -0.8
H -3.47853 4.23835 -0.46764 0.8 -0.8 -0.2
H -3.80815 2.94424 2.37643 -0.6 0.1 0.0
H -3.04149 2.12193 1.09757 -0.2 -0.6 0.0
H -5.71210 3.25813 0.31703 -0.2 -0.3 -0.4
H -5.83754 1.91464 1.43419 -0.2 0.2 0.3
H -7.25157 0.51553 -0.21466 -0.2 -0.5 0.0
H -6.61420 -0.23155 -1.74952 -0.1 -0.1 0.3
H -6.95114 2.03437 -2.88356 1.3 0.5 0.5
H -7.30097 2.70594 -1.18912 0.1 0.4 -0.4
H -9.24456 1.01455 -1.46146 -0.2 -0.1 0.0
H -8.72470 0.90862 -3.14735 -0.1 -0.3 0.1
H -9.31983 3.39894 -3.44572 0.2 -0.2 0.0
H -9.55336 3.37772 -1.68307 -0.2 0.6 -0.1
H -10.67115 2.52068 -2.69413 0.1 -0.1 -0.2
H -4.30362 -0.26872 1.55828 -0.5 -0.2 0.0
H -3.38315 -0.27903 0.11197 0.7 -0.3 0.5
H -5.03569 -1.95153 -1.04180 -0.4 0.5 0.0
H -5.68152 -2.06998 0.60157 0.0 -0.9 -0.2
H -4.29036 -3.94267 -0.10479 0.0 -0.2 0.2
H -3.23057 -3.14896 1.05677 0.0 0.2 0.0
H -2.99946 -2.83465 -2.10540 -0.7 0.5 0.2
H -1.99043 -3.71982 -1.08991 0.1 -0.1 0.4
H -2.07400 -2.00240 -0.76903 0.2 0.2 -0.5
H -2.77259 1.24619 -1.30597 0.0 -0.1 0.1
H -3.84930 2.40242 -2.09604 0.0 0.2 0.3
H -4.62942 1.07043 -3.71512 -0.7 -0.4 0.3
H -4.19328 -0.51817 -2.99690 -0.2 0.1 0.5
H -1.69003 0.41646 -3.56341 -0.2 -0.5 0.7
H -2.55205 1.62118 -4.34210 -0.2 0.1 -0.3
H -2.03309 -0.21012 -5.97619 0.0 -0.1 0.2
H -3.75012 0.02326 -5.70404 -0.1 -0.1 -0.5
H -3.01942 -1.38283 -5.03523 0.4 0.0 0.3
C 1.59695 7.67684 -1.96793 -0.9 1.1 0.0
C 1.75872 7.98017 -0.48228 0.2 0.2 -0.2
C 1.46532 6.87383 0.48767 0.9 -1.4 0.5
C 2.50341 5.66357 0.41901 0.3 1.6 0.5
P 1.97520 4.04749 0.91039 -0.2 -1.2 1.5
C 3.35538 2.77942 0.95126 -0.7 0.9 -1.4
C 4.24605 2.88369 2.17022 -1.2 -0.2 0.7
C 5.55058 2.16845 1.97204 0.7 0.0 0.0
C 5.42359 0.67790 1.55198 0.3 1.2 -0.6
C 1.08500 4.10257 2.49107 1.3 1.2 2.1
C 1.81776 4.89360 3.69035 -0.4 -1.4 1.1
C 0.84736 5.31095 4.90835 1.8 2.9 -3.0
C 0.62567 6.86495 4.63613 -1.4 -2.0 0.2
C 0.67409 3.70782 -0.19477 -0.3 -3.0 -2.1
C 1.22499 3.14141 -1.59029 -0.9 0.5 0.5
C 0.05213 2.69951 -2.52303 -0.4 -0.3 1.1
C -0.60085 3.86345 -3.17473 -0.2 2.4 -0.5
H 2.45862 7.90892 -2.59383 0.2 -0.7 0.2
H 0.86076 8.39852 -2.32193 -0.1 0.0 -0.3
H 1.11030 6.71767 -2.14479 0.5 -0.3 -0.2
H 1.06344 8.74602 -0.13854 0.0 0.3 -0.5
H 2.74243 8.38891 -0.25132 0.2 0.0 -0.1
H 0.49442 6.40841 0.31789 -0.3 0.5 0.1
H 1.50326 7.44546 1.41499 -0.2 -1.0 0.6
H 3.39388 5.84722 1.02019 0.3 0.5 -0.3
H 2.76146 5.60502 -0.63838 0.4 -0.3 0.0
H 3.94701 2.97840 0.05768 0.2 0.4 -0.2
H 2.95905 1.78947 0.72537 -0.5 0.0 0.6
H 3.70439 2.45700 3.01440 -0.1 0.0 0.2
H 4.37799 3.93952 2.40668 0.4 0.1 0.1
H 6.13118 2.17980 2.89447 -0.3 -0.1 0.4
H 6.14220 2.87378 1.38843 0.3 -0.7 -0.9
H 4.99323 0.46660 0.57308 -0.5 0.5 -0.1
H 4.78620 0.20787 2.30091 0.5 -0.4 -0.1
H 6.42161 0.27009 1.39150 0.0 -0.3 0.8
H 0.79498 3.18658 3.00582 0.2 -0.6 -1.0
H 0.14670 4.54854 2.16120 -0.1 0.5 0.4
H 2.57273 5.61573 3.37946 -0.9 1.1 -0.4
H 2.55798 4.30814 4.23570 -0.2 -1.4 -0.6
H 1.35683 5.18037 5.86307 -0.5 -0.5 -0.1
H -0.16934 4.94037 4.77768 0.4 -0.7 0.4
H 0.25707 6.87053 3.61036 0.0 0.4 -0.2
H 1.45623 7.56731 4.70653 -0.1 -0.3 0.5
H -0.25872 7.01138 5.25622 0.3 1.4 0.2
H -0.11044 4.45840 -0.29085 0.4 0.3 0.0
H 0.20861 2.82596 0.24540 -0.3 -0.2 0.3
H 1.88441 2.28891 -1.42743 -0.1 0.0 0.3
H 1.84906 3.95593 -1.95796 -0.1 -0.1 -0.9
H -0.70797 2.26206 -1.87574 0.1 -0.4 0.3
H 0.25201 1.90668 -3.24385 0.7 0.2 0.0
H -1.30429 3.78051 -4.00322 0.5 -0.8 -0.3
H 0.18817 4.56433 -3.44734 0.0 0.1 -0.7
H -1.21373 4.49471 -2.53131 0.0 -0.2 0.8
C -1.03048 -7.04484 -1.48631 1.2 1.5 0.0
C -0.34962 -6.09057 -0.44300 -0.2 -0.1 0.3
C 0.92599 -5.34524 -0.91733 0.1 -2.2 -2.0
C 1.82764 -4.62349 0.06127 -1.0 0.1 0.3
P 3.44362 -4.09935 -0.54939 -0.7 0.7 0.9
C 3.15524 -3.19337 -2.04955 -0.8 2.2 0.6
C 2.35580 -1.80427 -1.64143 0.1 -1.5 -0.8
C 1.61701 -1.13653 -2.81986 0.9 -1.0 -0.7
C 0.52875 -2.05257 -3.43801 -0.2 1.2 1.0
C 4.04112 -2.88494 0.69082 0.1 -0.1 0.2
C 4.71268 -3.41970 1.97462 -0.3 -0.9 -0.8
C 4.96408 -2.47165 3.10275 -1.4 1.5 1.9
C 3.65025 -1.68354 3.63760 1.6 -0.9 -0.5
C 4.41057 -5.56617 -0.85398 -0.3 -0.7 -0.1
C 4.20048 -6.81247 0.14242 0.7 0.9 -1.0
C 5.49044 -7.60257 0.35017 -0.3 -0.2 0.2
C 6.12556 -8.30848 -0.87174 0.1 0.4 1.2
H -1.21309 -6.46138 -2.38871 -0.1 0.0 -0.2
H -1.99467 -7.43219 -1.15709 0.3 -0.2 0.2
H -0.29785 -7.80559 -1.75579 -0.4 -0.4 0.0
H -0.08551 -6.70110 0.42048 0.0 0.1 0.2
H -1.08590 -5.36208 -0.10345 0.0 0.0 0.2
H 0.69393 -4.80692 -1.83627 -0.4 1.1 0.4
H 1.51882 -6.09405 -1.44262 0.4 -0.8 0.3
H 2.10238 -5.23053 0.92390 -0.4 -0.2 0.1
H 1.18044 -3.81784 0.40789 0.8 0.5 0.4
H 2.54070 -3.78620 -2.72705 0.2 0.0 -0.1
H 4.13749 -2.97067 -2.46631 -0.1 0.1 -0.4
H 3.00279 -1.15236 -1.05449 0.2 0.1 -0.5
H 1.56467 -2.05519 -0.93485 0.0 -0.2 0.1
H 2.22758 -1.01611 -3.71474 0.8 0.5 0.3
H 1.32681 -0.12958 -2.51995 -0.5 -0.2 0.1
H 0.99689 -2.77421 -4.10748 -0.3 0.0 0.0
H -0.14660 -1.38087 -3.96793 -0.1 -0.4 -0.5
H -0.07458 -2.52444 -2.66249 0.0 -0.3 0.0
H 3.07608 -2.41411 0.87821 -0.1 0.2 0.6
H 4.64039 -2.08138 0.26272 0.2 -0.2 -0.4
H 5.66307 -3.90433 1.75101 0.1 0.0 -0.4
H 4.09261 -4.23320 2.35122 -0.2 -0.1 0.2
H 5.84635 -1.83738 3.01676 -0.2 0.3 -0.6
H 5.23586 -3.08036 3.96513 0.0 -0.3 0.0
H 2.93175 -2.48118 3.82636 -0.4 0.3 0.0
H 3.24100 -0.90487 2.99395 -0.1 -0.4 -0.3
H 3.86281 -1.18199 4.58172 0.2 -0.2 0.1
H 5.41892 -5.21201 -1.06822 0.5 -0.3 0.7
H 4.10508 -5.78872 -1.87635 -0.3 -0.6 -0.1
H 3.44169 -7.47609 -0.27222 -0.2 0.2 -0.1
H 3.85336 -6.43366 1.10373 0.0 -0.1 0.0
H 5.33324 -8.40897 1.06649 -0.6 -0.1 0.0
H 6.13873 -6.96858 0.95506 0.7 0.2 -0.6
H 5.44238 -9.01381 -1.34489 -0.2 0.2 0.0
H 6.88577 -8.91069 -0.37422 0.4 -0.1 -0.7
H 6.57048 -7.63668 -1.60580 0.0 -0.1 0.0
O 1.06534 -1.43066 1.34238 0.5 -0.7 -0.1
C 0.23648 -0.37614 1.22055 0.1 4.4 0.8
O -0.95512 -0.61459 1.13061 -2.7 -1.9 -0.7
O 0.66907 0.79001 1.29551 1.8 0.4 -0.3
H 0.29382 -1.99956 1.29029 0.1 -1.9 0.2
N -0.18344 -5.72056 4.64806 -1.9 -4.3 0.5
S -0.40361 -7.02269 3.50791 -1.2 -8.2 0.1
O 0.88201 -7.60153 3.06543 -2.8 2.5 0.5
O -1.56083 -6.90457 2.62776 2.5 0.3 2.4
F -0.79525 -8.17930 4.63244 0.1 2.5 -1.5
S 0.44453 -4.89443 3.60059 4.0 11.1 -2.8
O -0.21761 -4.56194 2.36620 0.5 -1.7 0.3
O 1.91484 -5.00022 3.50716 -2.0 -0.6 0.4
F 0.23666 -3.44221 4.27489 0.7 -1.5 0.3
```
Forces are in eV/Å.

For the gap between HOMO and LUMO (spin up / spin down), the calculation gives 7.4 / 2.5 eV. The spin multiplicity is 2. The energy above the lowest of the compared OMol25 structures with the same formula, charge and spin comes out at 0.330 eV. As for the total energy: -123355.41285 eV. As for the expectation value of S²: 0.76. The charge is +2. As for the HOMO energy (spin up / spin down): -12.0071 / -11.9888 eV. As for the LUMO energy (spin up / spin down): -4.6 / -9.5 eV.